Record 1
{
  "formula": "C25H43Cl12N3O15",
  "method": "ωB97M-V/def2-TZVPD",
  "homo_lumo_gap_ev": 10.29,
  "e_tot_ha": -7793.40913,
  "smiles": "COC(=O)OC.COC(=O)OC.COC(=O)OC.COC(=O)OC.COC(=O)OC.ClC(Cl)Cl.ClC(Cl)Cl.ClC(Cl)Cl.ClC(Cl)Cl.CC#N.CC#N.CC#N",
  "multiplicity": 1,
  "e_lumo_ev": -0.147,
  "species": ["H", "H", "C", "H", "H", "C", "H", "C", "C", "H", "Cl", "C", "H", "H", "H", "Cl", "H", "H", "C", "H", "Cl", "H", "Cl", "N", "C", "O", "O", "C", "O", "H", "H", "O", "Cl", "C", "H", "C", "H", "H", "H", "C", "Cl", "C", "O", "N", "C", "H", "C", "H", "Cl", "Cl", "C", "O", "H", "H", "H", "H", "Cl", "H", "C", "H", "H", "H", "O", "O", "C", "H", "H", "O", "C", "Cl", "H", "Cl", "H", "C", "O", "H", "O", "O", "C", "Cl", "H", "N", "C", "H", "C", "H", "H", "O", "H", "H", "C", "C", "O", "H", "H", "C", "O", "H"],
  "coordinates": [[-0.013150, 3.640520, 17.608390], [4.948230, -12.876270, 28.559110], [9.269110, -2.748720, 21.129160], [8.550160, -6.094630, 20.941310], [-1.267710, -8.195660, 17.809170], [4.010600, -7.592150, 18.492620], [8.614460, -4.867510, 19.587500], [4.081210, -0.242020, 17.131390], [9.965310, -0.739380, 22.123680], [3.608980, -8.088700, 17.609310], [1.118450, -14.942940, 21.226430], [5.786650, -15.433770, 17.622180], [10.305100, -0.467200, 23.122960], [6.854570, -15.650960, 17.644430], [4.567260, 0.118430, 18.037980], [12.433510, -10.004170, 23.336100], [4.188860, -11.293510, 28.896310], [5.426700, -11.457990, 27.649650], [11.481380, -11.064260, 24.410050], [10.672850, -0.348760, 21.392300], [2.101810, -7.994840, 13.144360], [5.064490, -16.767870, 23.557540], [-1.650180, -14.012940, 20.731870], [2.893450, -12.512740, 26.166410], [5.326930, -15.195660, 16.247530], [3.531980, 2.493610, 16.347430], [2.818700, 0.485430, 17.013770], [3.643680, -12.283890, 27.026800], [9.264340, -4.094160, 21.338860], [5.208120, -16.177460, 18.170190], [5.015900, -17.016600, 25.305410], [8.613500, -2.205890, 20.218600], [2.704500, -6.426060, 10.692450], [7.424510, -17.783950, 24.653640], [-2.814340, -2.968790, 18.041330], [1.571350, -6.693560, 24.411200], [4.694560, -6.798800, 18.191160], [-2.300050, -2.916560, 19.712430], [7.394920, -4.686610, 20.683730], [2.254860, -6.382420, 12.366490], [3.280750, -7.201640, 24.582130], [1.003850, 3.504030, 17.240750], [8.327580, -18.792750, 24.704530], [4.941560, -15.000380, 15.151420], [5.084140, -17.523490, 24.342860], [0.966760, 3.964420, 16.253450], [2.634750, 1.800270, 16.770710], [3.194620, -7.247990, 19.128100], [9.864790, -11.172260, 23.866690], [1.462630, -5.910020, 22.833630], [10.319210, -12.885600, 18.240570], [-0.929540, -6.278950, 17.270880], [4.649640, -0.034960, 16.224680], [-2.477280, -7.020360, 18.526200], [1.713520, 4.035130, 17.875110], [5.628680, -14.509020, 18.177130], [12.278310, -12.597600, 24.707170], [10.716570, -10.976820, 19.074740], [4.575400, -11.951760, 28.118230], [10.717930, -12.251130, 20.175780], [-0.101140, -13.311980, 22.477950], [5.178300, -11.553660, 22.387270], [5.037390, -10.262090, 20.636670], [6.194430, -18.353000, 24.482630], [-1.977450, -3.183170, 18.705980], [9.002090, -0.273750, 21.915140], [3.543270, -11.178080, 21.792590], [7.649190, -16.577870, 24.805280], [9.638610, -18.578220, 25.056340], [0.494960, -8.120890, 24.522500], [10.226740, -19.490350, 24.955260], [-0.959240, -15.371200, 23.200150], [4.632820, -12.267510, 20.978420], [4.137940, -9.438660, 19.949320], [-1.641530, -4.585370, 18.474000], [9.697770, -18.240360, 26.090960], [2.917040, -9.631790, 19.918640], [1.411400, 2.155560, 17.190360], [-1.065190, -4.977930, 17.334730], [3.319480, -5.286310, 13.325290], [-0.912530, -7.109660, 19.180350], [10.403200, -13.680080, 17.403510], [4.585660, -11.313980, 21.504410], [1.311700, -6.019850, 25.227780], [-1.444020, -7.207350, 18.233750], [4.125160, -18.032680, 24.247040], [9.108330, -11.725570, 19.470530], [-0.585180, -4.211150, 16.490030], [-1.149690, -2.515020, 18.468290], [3.789570, -1.292260, 17.124680], [10.172210, -11.893220, 19.302750], [8.420320, -5.054110, 20.643710], [4.743770, -8.478540, 19.296840], [1.271060, -5.917400, 12.429650], [11.505980, -10.587920, 25.390160], [-0.354870, -14.256420, 21.996550], [9.960480, -2.116940, 22.060330], [10.145770, -17.776060, 24.520210]],
  "forces_ev_per_angstrom": [[0.2, -0.8, 0.4], [-0.1, 0.1, 0.1], [-3.1, -0.2, -2.7], [0.4, 0.6, 0.4], [-0.2, 0.2, 0.0], [-1.0, 0.2, 0.1], [0.3, -0.7, -0.2], [-0.9, 1.6, -1.0], [0.3, 1.8, -0.4], [0.0, -0.1, 0.1], [-0.5, 0.5, 0.3], [-0.1, 0.7, 0.1], [-0.1, -0.1, -0.1], [-0.1, -0.2, -0.1], [0.2, -0.4, -0.1], [0.0, -0.3, 0.0], [-0.3, -0.2, -0.3], [0.1, 0.1, 0.1], [1.2, 0.9, 1.0], [0.0, 0.1, 0.0], [0.3, 0.6, -0.5], [0.8, -0.1, -0.2], [0.9, 0.1, 0.8], [1.4, 0.3, 1.5], [-1.2, 0.2, -2.9], [-1.1, 0.4, 0.0], [-1.8, -0.4, 0.4], [-1.4, 0.0, -0.8], [1.1, 0.2, 1.4], [0.1, -0.2, -0.5], [-0.3, 0.6, -0.1], [1.7, -1.1, 2.1], [0.3, -0.3, -0.2], [0.0, 1.6, 0.7], [0.1, 0.2, 0.0], [0.4, -0.7, -0.2], [-0.1, -0.1, 0.2], [0.2, -1.1, 0.2], [-0.2, -0.4, 0.7], [-0.6, 0.5, 1.1], [-0.4, 0.0, 0.4], [0.7, 1.1, -0.5], [-2.5, -0.1, -0.9], [1.2, -0.6, 3.3], [-1.2, 1.7, 1.4], [0.4, -0.1, -0.1], [2.3, -0.5, 0.7], [-0.1, 0.5, -0.5], [-1.0, -0.3, -0.4], [-0.5, 0.1, 0.2], [0.1, -0.7, -1.0], [-0.1, -0.8, -0.6], [0.4, 0.0, 0.3], [-0.2, -0.1, -0.6], [-0.2, 0.3, -0.1], [0.1, 0.1, 0.0], [0.0, -0.4, -0.4], [-0.4, 0.1, -0.4], [0.4, -0.3, -0.6], [-0.5, -0.2, 0.3], [-0.1, -0.2, -0.3], [0.5, 1.3, 0.0], [0.0, 1.7, -0.5], [2.0, -0.8, -0.9], [0.0, 0.1, -1.4], [-0.1, -0.3, 0.0], [0.1, 0.2, 0.0], [-0.4, -2.9, -0.5], [1.8, 1.3, 1.1], [0.3, 0.6, -0.1], [-0.5, -0.1, -0.2], [0.0, 0.0, 0.2], [-0.2, 0.1, -0.5], [-2.7, -2.3, 0.8], [-0.7, 0.3, 1.4], [0.0, -0.2, 0.3], [2.4, 0.3, 0.3], [-0.3, -1.4, -0.2], [1.6, 2.8, -1.0], [-0.2, -0.6, -0.4], [0.4, -0.1, -0.1], [-0.1, 0.8, 0.9], [-1.3, -0.8, -0.7], [0.1, 0.0, -0.4], [0.1, 0.4, 0.8], [0.6, -0.9, -0.1], [0.2, 0.2, 0.3], [-1.4, -1.7, 1.6], [0.1, -0.3, -0.2], [0.1, 0.2, 0.4], [0.6, -0.2, 0.0], [-0.4, 2.7, -1.6], [2.3, -1.0, 0.8], [0.2, -0.2, 0.0], [-0.2, 0.1, -0.3], [-0.2, -0.4, -0.9], [0.1, -2.6, 0.3], [-0.3, 0.0, -0.5]]
}

---

Record 2
{
  "formula": "H3NO3P",
  "method": "ωB97M-V/def2-TZVPD",
  "homo_lumo_gap_ev": 7.92,
  "e_tot_ha": -623.66304,
  "relative_energy_kcal_mol": 91.98,
  "smiles": "[O-]P(O)NO",
  "multiplicity": 1,
  "e_lumo_ev": 4.724,
  "total_charge": -1,
  "species": ["P", "O", "O", "H", "H", "H", "N", "O"],
  "coordinates": [[-1.092813, -0.414524, 0.596495], [-1.777954, 0.707379, -0.531339], [1.241785, -1.142581, -0.554112], [0.384978, -1.668792, -0.485023], [1.258152, 0.107828, 0.785716], [-0.947393, 1.152799, -0.876831], [0.539709, -0.014970, -0.018791], [-1.275107, -1.813595, 0.087974]],
  "forces_ev_per_angstrom": [[-0.8, 1.7, 0.6], [1.4, 0.2, -0.1], [-2.0, -1.3, -0.8], [1.0, -1.4, -0.7], [-2.3, 0.7, -1.1], [-1.3, -0.7, 0.3], [3.7, 1.8, 2.4], [0.2, -1.1, -0.7]]
}